{"formula": "C3HLuO2", "method": "ωB97M-V/def2-TZVPD", "symbols": ["Lu", "O", "O", "C", "C", "C", "H"], "xyz": [[-3.89558, 0.64706, 1.16232], [1.24942, 0.00208, -1.31377], [1.28162, -1.02338, 0.59582], [-0.37509, -0.10915, 0.46775], [-1.55509, 0.11099, 0.70967], [1.18082, 0.06991, 0.00514], [2.11390, 0.30248, -1.62693]], "atomic_forces_ev_per_a": [[4.5, -1.1, -0.8], [1.6, 2.3, -0.3], [2.6, 0.4, 1.5], [2.9, 3.7, -0.9], [-5.3, 0.5, 1.3], [-6.6, -5.7, -0.1], [0.3, 0.0, -0.7]], "lowdin_charge": [2.11, 0.15, 0.18, -0.09, -0.23, -0.29, 0.16], "e_lumo_ev": [-12.454, -12.392], "total_energy_ha": -1499.8707, "largest_force_ev_per_a": 8.7, "total_charge": 2, "homo_energy_ev": [-16.88, -16.63]}